The following is a DFT calculation (the ωB97M-V functional and the def2-TZVPD basis) of 18 unconnected molecules or ions with the total composition C25H87N2O17PS2.

Structure (XYZ):
```
134
Properties=species:S:1:pos:R:3:forces:R:3
C 0.699031 6.395851 -0.964553 0.151 -0.087 0.073
C 0.930853 6.023602 0.508897 0.224 0.084 -0.060
C 1.814934 4.772246 0.688926 -0.004 0.011 0.233
C 1.229727 3.650108 1.556416 -0.016 -0.053 -0.116
C -0.175260 3.195251 1.156973 0.071 -0.062 0.145
C -0.729386 2.048868 2.009788 0.107 -0.127 -0.269
C 0.127307 0.789667 1.906280 0.212 0.110 0.169
C -0.403360 -0.435638 2.670756 0.201 0.066 0.060
N -0.314012 -1.636841 1.830239 -0.431 -0.121 0.479
C -1.134836 -1.614067 0.598541 0.223 -0.146 -0.152
C -2.522702 -1.017272 0.776962 -0.260 0.029 -0.272
C -3.554854 -1.877692 1.516875 0.019 -0.007 0.009
C -4.985205 -1.608223 1.045187 0.128 0.177 -0.046
C -5.471138 -0.203819 1.435866 -0.299 -0.010 -0.044
C -5.132952 0.914365 0.443870 0.289 0.120 0.295
C -6.009147 2.153712 0.604398 0.138 0.129 -0.621
C -5.643281 3.207414 -0.445889 0.136 -0.162 -0.111
C -0.296292 -2.855378 2.499788 0.208 0.154 -0.074
S -1.094355 -3.215327 3.876888 0.073 0.156 0.094
S 0.740604 -4.071237 1.749039 -0.186 -0.183 -0.319
C 2.220820 -3.139052 1.264787 0.283 0.210 -0.055
C 2.852452 -3.594505 -0.053577 0.142 0.018 0.279
C 4.018131 -2.665257 -0.428242 -0.145 -0.138 -0.257
P 3.722029 -0.939773 -1.070102 0.235 0.087 0.304
N 3.380053 -0.015874 0.361301 -0.197 -0.085 -0.187
C 2.026708 -1.073001 -1.756210 0.048 -0.014 -0.340
C 2.114414 -1.758842 -3.130364 -0.040 0.059 0.187
C 0.805617 -2.278412 -3.734539 -0.048 -0.121 -0.104
C 0.158372 -3.382078 -2.892547 -0.001 0.071 0.016
C 1.098746 -2.799626 -5.164018 0.018 0.085 0.452
H -0.260663 6.892961 -1.122499 0.062 0.047 0.039
H 0.721557 5.499185 -1.590389 -0.136 0.068 0.047
H 1.498751 7.055567 -1.315672 -0.089 -0.077 -0.074
H -0.024883 5.913341 1.022967 0.039 -0.033 -0.042
H 1.439972 6.859718 0.998536 -0.206 -0.007 0.037
H 2.757670 5.078400 1.148097 0.039 -0.097 -0.148
H 2.086622 4.354966 -0.286733 -0.103 0.068 0.037
H 1.914055 2.798727 1.463492 -0.035 0.078 0.108
H 1.235978 3.941747 2.614854 -0.079 0.006 -0.077
H -0.870119 4.039867 1.222512 0.043 -0.072 -0.080
H -0.166027 2.864604 0.109358 0.000 0.115 0.015
H -1.734064 1.819994 1.637977 -0.039 0.069 0.233
H -0.818202 2.346121 3.057460 -0.037 0.024 -0.063
H 0.265920 0.546093 0.847508 -0.048 -0.006 0.025
H 1.123037 1.026033 2.295934 -0.066 -0.093 -0.085
H -1.410113 -0.265840 3.070242 0.004 -0.029 -0.103
H 0.237083 -0.627541 3.535435 -0.164 0.046 0.008
H -0.606100 -1.054802 -0.176436 0.022 0.035 0.035
H -1.222354 -2.641855 0.235146 0.078 0.068 0.053
H -2.900391 -0.823016 -0.236861 0.098 -0.038 0.087
H -2.444501 -0.038872 1.253154 -0.029 -0.050 -0.127
H -3.305157 -2.937126 1.391913 -0.040 0.051 -0.002
H -3.517586 -1.662811 2.590246 0.149 -0.195 -0.027
H -5.036933 -1.716788 -0.047170 -0.024 -0.030 0.104
H -5.660679 -2.363206 1.458267 0.092 0.066 0.078
H -5.063108 0.050725 2.422602 -0.070 0.004 -0.054
H -6.560656 -0.223746 1.562752 0.073 -0.020 -0.065
H -5.189884 0.541794 -0.585569 -0.129 0.009 0.045
H -4.093053 1.235774 0.590566 -0.088 -0.089 -0.106
H -5.868510 2.585063 1.597130 -0.191 -0.139 0.051
H -7.057881 1.880785 0.447087 0.006 -0.001 0.298
H -5.799507 2.810456 -1.454823 -0.034 0.055 0.085
H -4.580672 3.468205 -0.382350 -0.107 0.055 0.055
H -6.236928 4.120259 -0.358761 0.023 -0.035 0.049
H 1.978758 -2.079995 1.214659 -0.272 -0.109 0.016
H 2.936113 -3.272871 2.079677 -0.019 0.013 -0.198
H 2.100450 -3.647363 -0.842985 0.024 0.027 0.002
H 3.260181 -4.603835 0.072774 -0.108 0.003 -0.028
H 4.646112 -3.138821 -1.192278 -0.079 -0.068 0.112
H 4.656713 -2.547778 0.453126 0.100 0.001 -0.122
H 2.419297 -0.109681 0.671505 -0.001 0.011 0.082
H 3.969994 -0.291069 1.138745 0.056 0.209 0.077
H 1.376316 -1.614690 -1.063833 -0.033 0.070 -0.002
H 1.643590 -0.052846 -1.880310 -0.057 -0.107 0.093
H 2.558572 -1.043680 -3.830177 -0.002 -0.079 0.014
H 2.819659 -2.603442 -3.078578 -0.096 0.024 0.000
H 0.089486 -1.449347 -3.802412 0.138 0.026 0.085
H 0.036974 -3.104851 -1.842750 -0.013 0.043 -0.020
H -0.837210 -3.620441 -3.278036 0.079 -0.055 -0.014
H 0.760939 -4.295680 -2.927664 -0.022 0.047 0.003
H 2.165432 -2.695422 -5.366857 -0.106 -0.047 -0.146
H 0.836011 -3.856558 -5.241064 -0.026 0.083 -0.169
H 0.557189 -2.242650 -5.928212 0.030 -0.094 -0.017
O 3.819572 -0.029025 3.506665 -0.013 -0.109 -0.053
H 3.798831 0.932809 3.473292 -0.011 0.033 0.005
H 2.933561 -0.274918 3.794093 -0.034 0.048 0.084
O 3.162185 -2.493865 -7.576487 0.227 0.170 -0.129
H 3.336640 -2.077462 -8.426457 -0.035 -0.030 -0.046
H 2.726405 -3.323349 -7.794025 -0.073 -0.010 0.074
O 4.255530 0.170944 -5.658290 -0.029 -0.038 -0.178
H 4.180013 -0.550819 -6.294432 -0.102 -0.131 0.115
H 4.877221 -0.140649 -4.993710 0.021 0.039 0.036
O -0.995263 8.760876 1.047740 -0.057 -0.026 0.017
H -1.683273 9.082810 0.458693 -0.016 0.047 -0.010
H -0.170474 8.961357 0.595693 0.040 -0.021 -0.002
O -3.275674 -5.482044 5.529810 -0.018 0.009 0.019
H -3.931457 -5.153068 4.909227 -0.025 0.016 -0.022
H -2.430293 -5.261056 5.124823 0.069 -0.036 -0.014
O -2.938150 3.106390 4.189309 0.083 -0.022 0.247
H -3.005941 4.023796 3.902389 -0.105 0.016 -0.067
H -3.738924 2.967923 4.708003 -0.083 0.017 -0.124
O -1.440740 2.678219 6.635999 0.285 -0.019 -0.185
H -1.749996 2.841265 5.730252 -0.304 0.055 -0.006
H -1.747268 1.791291 6.848265 0.015 -0.033 0.024
O -1.310069 -4.500720 -6.985172 -0.060 -0.046 0.039
H -1.817833 -3.915536 -6.417171 0.016 0.052 0.016
H -1.293433 -5.352153 -6.527018 0.077 -0.092 -0.153
O 4.814240 5.027406 -0.850551 0.022 0.007 -0.029
H 4.665780 4.122091 -1.140544 -0.018 -0.037 -0.002
H 5.578054 4.970739 -0.269614 0.036 0.018 0.009
O 2.411894 -7.062993 2.222395 0.002 0.037 0.076
H 1.961917 -7.571292 1.540932 -0.028 -0.008 -0.016
H 2.124646 -6.151955 2.084503 -0.050 -0.023 0.004
O -1.103541 -7.473833 -6.557741 -0.072 0.045 0.105
H -2.020995 -7.763506 -6.560924 -0.019 -0.040 0.005
H -0.725144 -7.850879 -7.357344 0.046 0.051 -0.042
O 1.163599 1.801338 5.384182 -0.015 0.012 -0.214
H 0.335591 2.224284 5.662176 0.047 -0.112 0.201
H 1.826701 2.166669 5.975432 0.018 0.009 0.061
O -4.806288 4.792458 2.347431 0.133 0.075 0.118
H -5.536022 5.242364 1.911592 -0.051 0.022 0.032
H -4.059298 4.923860 1.755593 0.008 -0.032 -0.099
O 3.254973 2.559460 -7.171131 0.045 -0.015 -0.099
H 3.720757 1.792821 -6.812363 0.011 0.035 0.169
H 2.646995 2.814627 -6.472518 -0.040 -0.009 0.000
O 1.411467 -7.166355 5.115120 -0.059 0.039 -0.024
H 1.252357 -6.268768 5.419101 -0.054 0.028 0.008
H 1.471715 -7.094583 4.152880 0.181 -0.091 -0.005
O 0.135158 5.186276 -4.300353 -0.011 -0.056 -0.030
H 1.023123 5.071765 -3.949687 0.042 0.012 -0.006
H -0.149144 6.038655 -3.959033 -0.011 0.033 0.015
O 5.096338 -3.700633 2.577544 0.078 0.020 0.137
H 5.157357 -2.996344 3.232894 0.022 0.031 -0.016
H 5.486330 -4.469625 3.005498 -0.014 -0.041 -0.017
```
Forces are in eV/Å.

largest force on an atom: 0.7 eV/Å
ΔE to the lowest compared entry with this formula, charge and spin: 0.0 kcal per mole

***

The following is a DFT calculation (the ωB97M-V functional and the def2-TZVPD basis) of 5 unconnected molecules or ions with the total composition C10H33N6O5.

Structure (XYZ):
```
54
Properties=species:S:1:pos:R:3:forces:R:3
O -0.109514 -0.231101 -0.291877 -0.001 0.052 -0.289
H -0.436183 -0.192589 0.680574 0.118 0.356 0.655
H 0.805409 0.149373 -0.384708 -0.183 -0.191 0.300
H -0.706360 0.390007 -0.768593 -0.325 -0.293 -0.208
C -3.507825 1.406510 -0.447837 0.314 -0.342 0.227
O -2.510386 0.795647 -0.834011 -0.049 0.284 -0.231
N -4.749076 0.854654 -0.490519 0.356 0.350 -0.015
N -3.428643 2.642818 0.114955 -0.211 0.382 0.300
H -4.829934 -0.040231 -0.936779 -0.126 -0.099 0.177
H -5.477017 1.224816 0.091166 -0.260 -0.151 -0.190
H -2.584809 3.181460 0.052174 0.181 -0.274 -0.096
H -4.247492 3.169365 0.365292 -0.092 -0.085 -0.151
C 2.922423 -1.705574 -0.582149 -0.117 0.604 0.100
O 2.389307 -0.956051 0.235914 0.113 -0.130 -0.206
N 2.966539 -3.050447 -0.439826 0.013 0.046 -0.263
N 3.532392 -1.223302 -1.721579 -0.157 -0.331 0.511
H 3.668319 -3.556837 -0.948909 -0.068 -0.253 0.144
H 2.543512 -3.449747 0.377695 0.119 -0.045 0.055
H 3.471098 -0.227235 -1.825931 -0.015 -0.005 -0.220
H 3.520028 -1.808137 -2.538682 0.132 0.176 -0.144
C -1.711538 -2.183565 2.327028 0.448 -0.201 -0.641
C -1.112953 -0.995849 3.081383 -0.755 -0.778 -0.379
C 0.284800 -1.205659 3.660011 -1.218 0.608 -0.355
O 0.231364 -2.277563 4.557724 0.678 0.061 -0.037
C 1.335410 -2.243599 5.458006 -0.078 -0.267 0.319
N -1.098706 0.154658 2.141324 -0.346 0.378 0.310
H -1.719085 -3.133443 2.858656 -0.134 0.305 0.503
H -1.158099 -2.426340 1.410293 0.021 0.346 -0.008
H -2.728147 -1.908616 2.037751 -0.051 -0.250 -0.024
H -1.860502 -0.801352 3.858579 0.542 0.153 0.442
H 0.498288 -0.237892 4.139113 0.486 -0.240 0.283
H 0.996943 -1.365386 2.842861 0.160 -0.052 0.040
H 1.074886 -1.596601 6.298545 0.220 0.071 0.040
H 2.271462 -1.913182 5.001555 -0.157 0.218 -0.234
H 1.539179 -3.246198 5.833535 -0.341 -0.037 -0.024
H -2.072014 0.384815 1.932734 0.061 -0.345 -0.316
H -0.834658 1.000062 2.651858 0.508 -0.212 -0.127
C 1.001022 3.669325 -2.959986 -0.322 0.786 -0.313
C 0.535977 2.322041 -2.388900 1.601 0.509 -0.771
C 0.872991 1.185921 -3.341665 -0.808 -0.148 -0.083
O 0.069384 0.091037 -2.951285 -0.035 -0.393 0.373
C 0.150921 -1.033119 -3.812852 0.329 0.532 -0.199
N 1.187744 2.117402 -1.043646 -0.920 0.846 -0.746
H 0.540989 4.499076 -2.410073 0.084 -0.162 0.196
H 0.696057 3.868421 -3.992676 -0.070 -0.405 0.023
H 2.076792 3.855122 -2.928322 0.070 -0.388 0.115
H -0.550601 2.378840 -2.335512 -0.044 -0.326 0.528
H 1.941506 0.929301 -3.331038 0.036 0.009 0.073
H 0.606870 1.470348 -4.368086 0.120 0.097 0.030
H -0.306042 -1.916075 -3.374569 -0.024 0.185 0.393
H 1.212730 -1.226000 -3.998914 -0.096 -0.267 -0.291
H -0.383268 -0.818206 -4.742795 0.218 -0.037 -0.155
H 2.194613 2.194903 -1.177235 0.018 -0.247 -0.190
H 0.983878 3.033981 -0.639770 0.056 -0.398 0.768
```
Forces are in eV/Å.

largest force on an atom: 1.8 eV/Å
total charge: +1
ΔE to the lowest compared entry with this formula, charge and spin: 18.0 kcal per mole

***

The following is a DFT calculation (the ωB97M-V functional and the def2-TZVPD basis) of a molecular structure, C6H12O.

Structure (XYZ):
```
19
Properties=species:S:1:pos:R:3:forces:R:3
C -2.544541 -0.176683 0.604043 -0.073 -0.072 -0.202
C -1.104384 -0.100197 1.094918 0.043 0.064 -0.249
C 0.087091 -0.604263 0.208334 0.169 -0.194 -0.171
C 1.321364 0.193668 0.396976 0.246 0.168 0.320
C 1.212424 -0.011317 -1.058000 -0.638 -0.201 -0.060
O 2.469870 -0.633434 -1.186031 -0.598 -0.789 -0.065
C 2.582122 -0.652258 0.248424 0.230 -0.195 0.486
H -2.715221 0.523337 -0.217778 -0.059 -0.127 0.002
H -2.799016 -1.182958 0.265744 0.032 0.032 -0.098
H -3.253341 0.073525 1.405596 0.257 0.011 -0.121
H -1.044512 -0.714100 2.015028 0.183 0.086 -0.378
H -0.925779 0.922884 1.456205 0.154 -0.157 -0.353
H -0.857037 1.193316 -1.196632 -0.158 0.244 -0.051
H 0.136577 -1.685456 0.199134 0.434 -0.072 0.373
H 1.275340 1.135987 0.927916 0.082 -0.066 0.179
H -0.348834 1.656977 -1.479492 -0.316 0.284 0.055
H 0.799224 0.243407 -2.009309 -0.234 0.836 0.171
H 2.443271 -1.692884 0.536405 0.099 0.136 0.584
H 3.500160 -0.241683 0.670207 0.149 0.013 -0.422
```
Forces are in eV/Å.

largest force on an atom: 1.0 eV/Å
ΔE to the lowest compared entry with this formula, charge and spin: 126.2 kcal per mole

***

The following is a DFT calculation (the ωB97M-V functional and the def2-TZVPD basis) of 2 unconnected molecules or ions with the total composition C2H5INO2P.

Structure (XYZ):
```
12
Properties=species:S:1:pos:R:3:forces:R:3
C 0.246012 -0.106479 1.046644 4.405 -1.070 2.575
C 0.111835 0.646107 -1.158927 2.385 -1.026 -2.639
N -0.451482 0.035727 0.052101 -3.348 1.603 -3.888
O 0.495386 -0.351040 2.145776 -0.940 0.048 0.449
O 2.300525 -0.141688 0.096265 -2.960 0.455 -1.205
P -2.282826 -0.024511 0.219669 0.373 0.020 -0.639
I 3.236014 -0.483054 1.625555 2.577 -0.608 2.350
H 0.059881 -0.125514 -2.026832 -0.346 1.443 1.419
H -0.197452 1.652995 -1.482805 -0.929 -0.597 0.616
H 1.235732 0.770450 -1.010194 -1.554 -0.348 0.129
H -2.578440 -0.999217 -0.848261 0.572 0.402 1.054
H -2.175185 -0.873776 1.341010 -0.235 -0.323 -0.220
```
Forces are in eV/Å.

largest force on an atom: 5.4 eV/Å
ΔE to the lowest compared entry with this formula, charge and spin: 77.8 kcal per mole

***

The following is a DFT calculation (the ωB97M-V functional and the def2-TZVPD basis) of a single C5H10N2 molecule.

Structure (XYZ):
```
17
Properties=species:S:1:pos:R:3:forces:R:3
C 0.673538 -0.410663 0.849105 0.833 0.228 -0.597
C 1.010803 0.290949 -0.488783 -0.124 0.027 0.513
C 0.568674 1.749228 -0.517950 0.014 -0.258 -0.082
N 1.228131 -1.748479 0.969986 -0.082 -0.092 0.058
C -2.784772 -0.444745 -0.338220 -0.563 -0.173 -0.536
N -0.735607 -0.527438 1.092049 -0.712 -0.109 0.299
C -1.667412 -0.477590 0.323086 0.575 0.025 0.605
H 1.076403 0.178372 1.685194 -0.021 -0.054 -0.207
H 0.925974 -2.322362 0.189418 0.067 0.014 0.028
H 2.238172 -1.719911 0.975151 0.047 0.019 -0.044
H 2.094214 0.234738 -0.631936 -0.064 -0.085 -0.015
H 0.529160 -0.259259 -1.301702 0.065 -0.095 -0.011
H 1.003598 2.293424 0.316468 0.042 0.142 0.085
H -0.514738 1.822551 -0.450256 -0.047 0.106 -0.015
H 0.889735 2.219713 -1.444855 -0.032 0.115 -0.026
H -3.184767 -1.336835 -0.787391 0.045 -0.177 -0.050
H -3.351108 0.458310 -0.439366 -0.044 0.368 -0.006
```
Forces are in eV/Å.

SMILES: C=C=N[C@@H](N)CC
largest force on an atom: 1.0 eV/Å
ΔE to the lowest compared entry with this formula, charge and spin: 32.0 kcal per mole

***

Question: What is the formula in the third record?
Answer: C6H12O

***

Question: What is the formula in the third record?
Answer: C6H12O